1.
The following is a quantum chemistry calculation of the molecule C5H5NO in a non-equilibrium geometry, from the OMol25 dataset.

Values from the calculation:
ΔE to the lowest compared entry with this formula, charge and spin = 34.2 kcal/mol
SMILES = N#C[C@@H]1C[C@@H]1C=O
gap between HOMO and LUMO = 10.89 eV

Structure (ORCA input):
```
! wB97M-V def2-TZVPD RIJCOSX def2/J DEFGRID3
* xyz 0 1
N 0.423 -1.583 -2.235
C 0.300 -0.600 -1.637
C 0.164 0.598 -0.838
C 1.017 0.712 0.399
C -0.450 0.456 0.543
C -0.983 -0.904 0.914
O -2.129 -1.230 0.732
H -0.065 1.499 -1.398
H 1.720 -0.098 0.584
H 1.393 1.701 0.641
H -1.078 1.282 0.864
H -0.244 -1.597 1.363
*
```

Löwdin population analysis, charges in e, atoms 1 to 2: 0.164, -0.191

=====

2.
The following is a quantum chemistry calculation of the molecule C5H8S in a non-equilibrium geometry, from the OMol25 dataset.

Values from the calculation:
ΔE to the lowest compared entry with this formula, charge and spin = 48.9 kcal/mol
SMILES = S=CCC1CC1
gap between HOMO and LUMO = 8.53 eV

Structure (ORCA input):
```
! wB97M-V def2-TZVPD RIJCOSX def2/J DEFGRID3
* xyz 0 1
S 0.304 2.577 -0.208
C 1.074 1.575 0.729
C 0.764 0.073 1.007
C 0.002 -0.835 0.011
C -0.289 -0.649 -1.470
C -1.325 -0.413 -0.418
H 1.638 1.953 1.501
H 0.205 -0.042 1.903
H 1.689 -0.384 1.371
H 0.209 -1.922 0.253
H -0.520 -1.582 -1.929
H 0.118 0.139 -2.045
H -2.210 -1.056 -0.551
H -1.659 0.565 -0.154
*
```

Löwdin population analysis, charges in e, atoms 1 to 2: 0.749, -0.636

=====

3.
The following is a quantum chemistry calculation of a cluster of 11 separate species, C54H137ClN9O23 in total in a non-equilibrium geometry, from the OMol25 dataset.

Values from the calculation:
gap between HOMO and LUMO (spin up / spin down) = 1.14 / 7.86 eV
⟨S²⟩ = 0.750

Structure (ORCA input):
```
! wB97M-V def2-TZVPD RIJCOSX def2/J DEFGRID3
* xyz -2 2
Cl -0.006 -0.002 0.279
O 0.714 -0.471 1.446
O -0.352 1.362 0.492
O 0.831 -0.160 -0.870
O -1.219 -0.796 0.133
O -3.054 1.486 1.890
H -2.381 0.928 1.500
H -3.341 2.052 1.173
C -5.406 1.816 -3.281
O -5.127 1.271 -2.030
C -3.774 1.356 -1.687
C -3.319 2.739 -1.323
N -3.905 3.323 -0.081
C -3.563 4.747 -0.009
C -3.860 5.324 1.307
O -5.188 4.890 1.792
C -5.629 5.812 2.840
H -4.737 1.538 -4.096
H -5.447 2.904 -3.333
H -6.303 1.465 -3.791
H -3.201 1.051 -2.562
H -3.614 0.624 -0.895
H -3.519 3.434 -2.140
H -2.235 2.658 -1.254
H -4.890 3.298 -0.299
H -4.148 5.278 -0.759
H -2.550 4.984 -0.334
H -3.873 6.409 1.199
H -3.021 5.040 1.943
H -5.041 5.808 3.757
H -6.590 5.442 3.199
H -5.766 6.826 2.464
C 7.383 -2.378 0.370
O 6.103 -2.520 1.006
C 5.106 -2.213 0.051
C 3.839 -2.219 0.822
N 3.489 -3.607 1.054
C 2.085 -3.648 1.464
C 1.736 -5.060 1.897
O 1.913 -5.377 3.277
C 3.076 -6.183 3.491
H 7.433 -3.079 -0.463
H 8.229 -2.762 0.939
H 7.671 -1.402 -0.021
H 5.139 -2.943 -0.757
H 5.297 -1.229 -0.377
H 3.131 -1.767 0.127
H 3.886 -1.596 1.715
H 4.137 -3.990 1.727
H 1.379 -3.378 0.678
H 1.935 -3.038 2.355
H 2.175 -5.816 1.246
H 0.659 -5.222 1.838
H 3.271 -6.849 2.651
H 2.867 -6.782 4.377
H 3.971 -5.631 3.775
C 5.335 1.023 2.153
O 4.749 2.234 1.787
C 4.124 2.265 0.494
C 4.056 3.632 -0.134
N 3.625 3.562 -1.545
C 2.157 3.454 -1.734
C 1.371 4.738 -1.494
O 1.229 4.932 -0.046
C 0.316 6.035 0.179
H 5.924 1.105 3.066
H 5.937 0.658 1.320
H 4.529 0.313 2.340
H 3.079 1.973 0.605
H 4.671 1.601 -0.175
H 5.019 4.142 -0.164
H 3.374 4.318 0.369
H 4.083 2.783 -1.996
H 1.711 2.722 -1.060
H 1.977 3.109 -2.752
H 0.342 4.649 -1.842
H 1.827 5.610 -1.963
H -0.178 5.830 1.129
H -0.455 6.148 -0.584
H 0.778 7.015 0.293
C -8.034 -5.163 2.001
O -6.878 -4.684 1.373
C -6.644 -3.266 1.433
C -5.230 -3.023 0.969
N -5.097 -2.790 -0.450
C -3.694 -2.473 -0.744
C -3.437 -2.429 -2.272
O -3.426 -3.744 -2.724
C -3.714 -3.828 -4.153
H -8.060 -4.766 3.016
H -8.002 -6.252 1.965
H -8.953 -4.783 1.554
H -6.618 -2.883 2.453
H -7.418 -2.700 0.915
H -4.737 -3.913 1.361
H -4.809 -2.139 1.448
H -5.284 -3.633 -0.975
H -3.051 -3.247 -0.325
H -3.503 -1.489 -0.315
H -2.447 -2.023 -2.480
H -4.151 -1.739 -2.723
H -3.657 -4.891 -4.385
H -2.927 -3.414 -4.784
H -4.666 -3.394 -4.459
C 0.879 0.092 -5.792
O -0.496 0.329 -5.697
C -0.952 0.272 -4.330
C -0.497 1.407 -3.465
N -1.211 2.700 -3.612
C -1.353 3.285 -4.898
C -1.573 4.807 -4.811
O -0.330 5.454 -4.358
C -0.601 6.888 -4.221
H 1.562 0.889 -5.496
H 1.148 -0.040 -6.840
H 1.181 -0.795 -5.236
H -0.684 -0.688 -3.889
H -2.034 0.402 -4.309
H 0.591 1.378 -3.511
H -0.690 1.162 -2.421
H -0.726 3.383 -3.048
H -2.144 2.802 -5.471
H -0.455 3.079 -5.480
H -2.295 5.123 -4.058
H -1.853 5.173 -5.799
H -1.392 7.054 -3.490
H -0.897 7.516 -5.062
H 0.299 7.228 -3.708
C -9.622 -2.394 4.725
O -8.172 -2.641 4.926
C -7.455 -1.565 5.471
C -6.055 -2.090 5.884
N -5.254 -2.565 4.767
C -4.068 -3.187 5.371
C -3.352 -3.974 4.248
O -2.799 -3.141 3.195
C -1.549 -3.559 2.691
H -10.006 -2.087 5.697
H -10.139 -3.236 4.265
H -9.705 -1.514 4.087
H -7.970 -1.256 6.381
H -7.399 -0.741 4.759
H -6.264 -2.991 6.460
H -5.511 -1.436 6.565
H -5.745 -3.386 4.444
H -4.185 -3.904 6.184
H -3.370 -2.476 5.813
H -3.922 -4.764 3.759
H -2.562 -4.536 4.745
H -1.178 -2.770 2.037
H -1.560 -4.476 2.102
H -0.880 -3.725 3.535
C 7.864 1.839 -0.899
O 8.790 2.862 -1.273
C 8.515 3.425 -2.570
C 7.203 4.204 -2.715
N 6.104 3.299 -2.894
C 6.024 2.524 -4.141
C 4.755 1.615 -4.135
O 4.892 0.499 -3.211
C 3.704 -0.296 -3.076
H 7.598 1.174 -1.721
H 6.962 2.297 -0.493
H 8.173 1.292 -0.008
H 8.705 2.643 -3.305
H 9.324 4.118 -2.802
H 7.342 5.019 -3.426
H 7.067 4.767 -1.792
H 5.330 3.933 -2.756
H 6.889 1.963 -4.495
H 6.004 3.250 -4.954
H 4.706 1.327 -5.186
H 3.882 2.232 -3.927
H 2.849 0.365 -2.934
H 3.816 -0.814 -2.123
H 3.421 -0.967 -3.887
C 1.964 -9.690 -1.766
O 1.474 -8.364 -1.805
C 0.739 -7.902 -0.673
C -0.162 -6.717 -1.030
N 0.639 -5.634 -1.564
C -0.022 -4.369 -1.824
C 0.788 -3.378 -2.625
O 1.182 -3.845 -3.932
C 0.066 -4.118 -4.836
H 2.624 -9.916 -0.928
H 2.517 -9.888 -2.684
H 1.157 -10.422 -1.740
H 1.477 -7.624 0.080
H 0.224 -8.786 -0.297
H -0.878 -6.462 -0.248
H -0.763 -7.088 -1.861
H 1.059 -5.875 -2.451
H -0.276 -3.861 -0.894
H -0.954 -4.581 -2.349
H 1.703 -3.088 -2.110
H 0.193 -2.466 -2.580
H -0.481 -3.226 -5.139
H -0.727 -4.795 -4.519
H 0.394 -4.515 -5.797
C 4.868 2.363 5.817
O 3.471 2.199 6.096
C 2.753 2.552 4.907
C 1.243 2.438 5.206
N 0.389 2.429 3.997
C 0.670 3.570 3.101
C 0.436 5.041 3.670
O 1.651 5.633 4.251
C 2.558 6.161 3.313
H 5.393 1.433 5.599
H 5.149 2.827 6.762
H 5.233 3.133 5.137
H 3.152 2.017 4.046
H 2.964 3.598 4.687
H 0.968 3.325 5.777
H 1.011 1.621 5.890
H 0.596 1.639 3.404
H -0.115 3.486 2.350
H 1.653 3.515 2.633
H -0.205 4.977 4.549
H -0.258 5.680 3.125
H 3.029 7.054 3.724
H 2.021 6.509 2.430
H 3.215 5.423 2.853
*
```

Löwdin population analysis, charges in e, atoms 1 to 2: 0.615, -0.367

=====

4.
The following is a quantum chemistry calculation of a cluster of 6 separate species, C20H52O4 in total in a non-equilibrium geometry, from the OMol25 dataset.

Values from the calculation:
ΔE to the lowest compared entry with this formula, charge and spin = 0.0 kcal/mol
SMILES = CCCCCC.CCCCCC.CCO.CCO.CCO.CCO
gap between HOMO and LUMO = 10.53 eV

Structure (ORCA input):
```
! wB97M-V def2-TZVPD RIJCOSX def2/J DEFGRID3
* xyz 0 1
C 7.420 87.066 35.518
C 6.903 86.540 34.174
C 7.754 87.013 32.982
C 7.253 86.370 31.712
C 8.143 86.704 30.481
C 7.685 86.189 29.105
H 8.520 86.685 35.578
H 6.686 86.510 36.447
H 7.590 88.093 35.723
H 5.928 87.050 34.177
H 6.882 85.506 34.077
H 8.785 86.941 33.116
H 7.611 88.067 32.761
H 6.247 86.909 31.548
H 7.075 85.218 31.830
H 9.208 86.278 30.685
H 8.237 87.745 30.673
H 7.631 84.961 29.017
H 8.423 86.395 28.289
H 6.808 86.432 28.708
C 9.995 82.166 29.156
C 10.108 82.559 30.632
C 11.154 83.376 31.173
C 10.996 83.580 32.702
C 12.070 84.439 33.223
C 13.451 83.678 33.218
H 10.021 83.099 28.455
H 9.089 81.642 28.782
H 10.884 81.396 28.953
H 10.158 81.537 31.225
H 9.227 82.969 30.809
H 10.943 84.313 30.634
H 12.099 82.995 30.859
H 11.052 82.698 33.348
H 10.085 84.132 32.990
H 11.962 84.848 34.253
H 11.885 85.483 32.652
H 14.339 84.272 33.861
H 13.961 83.625 32.271
H 13.567 82.760 33.684
C 15.015 87.550 32.384
C 16.534 87.309 32.137
O 17.375 87.822 33.232
H 14.570 87.644 31.543
H 14.885 88.408 32.953
H 14.439 86.724 32.797
H 16.939 87.882 31.258
H 16.667 86.113 32.023
H 17.612 88.798 32.997
C 9.913 84.785 25.168
C 10.895 85.277 26.342
O 12.169 85.507 25.732
H 9.907 85.582 24.348
H 8.823 84.689 25.662
H 10.466 83.849 24.767
H 10.947 84.422 27.151
H 10.701 86.209 26.778
H 12.548 85.764 26.455
C 14.784 85.212 28.976
C 13.487 85.879 29.036
O 13.505 86.880 28.050
H 15.643 86.005 28.823
H 14.876 84.312 28.297
H 14.923 84.602 29.822
H 13.363 86.515 29.799
H 12.701 84.964 28.684
H 14.265 87.324 28.279
C 11.514 88.596 35.918
C 12.707 87.717 35.804
O 13.928 88.534 36.057
H 11.386 89.094 36.855
H 10.585 88.021 35.920
H 11.479 89.199 35.054
H 12.952 87.337 34.810
H 12.763 86.890 36.431
H 14.679 87.839 36.230
*
```

Löwdin population analysis, charges in e, atoms 1 to 2: -0.135, -0.276

=====

5.
The following is a quantum chemistry calculation of a structure of composition C10H26FeN2O7P in a non-equilibrium geometry, from the OMol25 dataset.

Values from the calculation:
gap between HOMO and LUMO (spin up / spin down) = 2.22 / 5.54 eV
⟨S²⟩ = 8.761

Structure (ORCA input):
```
! wB97M-V def2-TZVPD RIJCOSX def2/J DEFGRID3
* xyz -2 6
Fe 0.466 -1.859 -0.686
P 1.409 -3.966 -0.760
O 1.892 -5.384 -0.826
O 1.591 -2.974 -1.976
O 1.854 -2.975 0.375
O -0.147 -3.780 -0.773
C 2.922 1.763 0.017
C 1.761 1.091 -0.627
C 1.442 1.551 -2.053
O 1.053 2.972 -2.062
C -0.126 3.260 -1.261
N 1.968 -0.349 -0.675
H 3.851 1.637 -0.539
H 3.028 1.434 1.051
H 2.738 2.834 0.104
H 0.872 1.291 -0.028
H 0.637 0.981 -2.517
H 2.322 1.363 -2.669
H -0.349 4.309 -1.459
H 0.002 3.157 -0.183
H -0.876 2.579 -1.663
H 2.697 -0.553 -0.006
H 2.453 -0.629 -1.516
C -0.889 -1.436 -3.292
O -0.870 -0.952 -1.975
C -2.166 -0.653 -1.430
C -2.015 -0.200 0.059
N -1.197 -1.231 0.755
C -0.518 -0.698 1.957
C -1.378 -0.010 2.966
O -0.586 0.922 3.719
C -1.170 1.298 4.976
H -1.550 -2.302 -3.315
H 0.154 -1.558 -3.584
H -1.283 -0.715 -4.008
H -2.809 -1.527 -1.531
H -2.713 0.073 -2.032
H -3.021 -0.066 0.458
H -1.546 0.783 0.004
H -1.931 -1.873 1.020
H 0.291 -0.070 1.583
H -0.161 -1.593 2.465
H -1.880 -0.775 3.558
H -2.181 0.555 2.492
H -0.642 2.117 5.463
H -1.238 0.491 5.706
H -2.162 1.668 4.717
*
```

Löwdin population analysis, charges in e, atoms 1 to 2: 0.606, -0.055

=====

6.
The following is a quantum chemistry calculation of a structure of composition C28H32NPPtSi2, from the OMol25 dataset.

Values from the calculation:
ΔE to the lowest compared entry with this formula, charge and spin = 7.3 kcal/mol
gap between HOMO and LUMO (spin up / spin down) = 6.33 / 6.88 eV
⟨S²⟩ = 2.005

Structure (ORCA input):
```
! wB97M-V def2-TZVPD RIJCOSX def2/J DEFGRID3
* xyz 0 3
Pt -0.565 -0.537 -0.480
C 2.028 -2.244 -2.389
Si 1.054 -2.226 -0.778
C 2.310 -2.468 0.614
C -0.126 -3.723 -0.771
C 0.421 -5.007 -0.859
C -0.370 -6.143 -0.848
C -1.746 -6.016 -0.747
C -2.311 -4.755 -0.659
C -1.527 -3.595 -0.668
Si -2.471 -1.944 -0.486
C -3.425 -1.989 1.132
C -3.690 -1.793 -1.907
H 2.474 -3.232 -2.533
H 2.835 -1.511 -2.361
H 1.400 -2.029 -3.251
H 3.054 -3.217 0.333
H 1.829 -2.816 1.529
H 2.852 -1.545 0.832
H 1.497 -5.125 -0.938
H 0.084 -7.124 -0.917
H -2.377 -6.896 -0.737
H -3.389 -4.675 -0.577
H -4.307 -2.626 1.040
H -3.756 -0.995 1.428
H -2.798 -2.385 1.930
H -4.366 -2.652 -1.885
H -3.187 -1.784 -2.872
H -4.291 -0.889 -1.826
N 0.067 -0.259 2.676
C -0.052 1.095 2.896
C -0.218 1.551 4.210
C -0.387 2.890 4.491
C -0.383 3.827 3.462
C -0.218 3.387 2.165
C -0.060 2.034 1.853
P 0.140 1.561 0.112
C -0.578 2.932 -0.826
C -1.933 2.857 -1.136
C -2.549 3.891 -1.821
C -1.811 5.000 -2.213
C -0.458 5.073 -1.919
C 0.159 4.042 -1.226
C 1.935 1.691 -0.179
C 2.422 1.480 -1.470
C 3.781 1.509 -1.716
C 4.675 1.728 -0.674
C 4.200 1.924 0.612
C 2.833 1.913 0.860
H 0.618 -0.577 1.889
H 0.211 -0.812 3.506
H -0.212 0.825 5.014
H -0.519 3.205 5.517
H -0.508 4.881 3.668
H -0.221 4.116 1.363
H -2.497 1.977 -0.847
H -3.602 3.826 -2.058
H -2.289 5.805 -2.754
H 0.121 5.932 -2.230
H 1.217 4.101 -1.000
H 1.731 1.274 -2.279
H 4.148 1.347 -2.721
H 5.739 1.742 -0.868
H 4.890 2.092 1.428
H 2.469 2.081 1.865
*
```

Löwdin population analysis, charges in e, atoms 1 to 2: 0.471, -0.221

=====

7.
The following is a quantum chemistry calculation of the ion C5H11N2 with charge +1 in a non-equilibrium geometry, from the OMol25 dataset.

Values from the calculation:
ΔE to the lowest compared entry with this formula, charge and spin = 98.5 kcal/mol
SMILES = C=[N+](C)[C@@H]1CN1C
gap between HOMO and LUMO = 9.70 eV

Structure (ORCA input):
```
! wB97M-V def2-TZVPD RIJCOSX def2/J DEFGRID3
* xyz 1 1
C -2.491 -0.565 -0.237
N -1.345 -0.043 -0.178
C -1.183 1.320 0.241
C 0.204 -0.947 -0.532
C 0.914 -1.160 0.705
N 1.109 -0.002 -0.060
C 2.325 0.504 -0.470
H -3.439 -0.178 0.291
H -2.589 -1.623 -0.407
H -1.120 2.230 -0.450
H -0.202 1.232 0.757
H -2.007 1.639 0.979
H 0.057 -1.496 -1.474
H 0.339 -1.000 1.682
H 1.543 -2.015 0.836
H 2.416 1.409 0.116
H 3.225 -0.175 -0.264
H 2.245 0.869 -1.535
*
```

Löwdin population analysis, charges in e, atoms 1 to 2: 0.106, -0.077

=====

8.
The following is a quantum chemistry calculation of a structure of composition C14H14IrN2O5, from the OMol25 dataset.

Values from the calculation:
gap between HOMO and LUMO = 7.12 eV

Structure (ORCA input):
```
! wB97M-V def2-TZVPD RIJCOSX def2/J DEFGRID3
* xyz 1 1
Ir -0.159 1.319 -0.016
O 2.256 0.649 -3.546
C 1.603 0.736 -2.408
O 0.386 0.849 -2.331
C 2.471 0.648 -1.203
C 3.849 0.505 -1.176
C 4.482 0.484 0.061
C 3.733 0.619 1.227
C 2.364 0.764 1.123
N 1.771 0.754 -0.073
C 1.420 0.972 2.297
O 1.829 0.943 3.423
O 0.148 1.121 1.955
H 1.627 0.712 -4.286
H 4.404 0.426 -2.100
H 5.558 0.388 0.113
H 4.182 0.624 2.212
C -3.589 -3.923 0.218
C -2.749 -2.688 0.173
C -3.303 -1.418 0.307
C -2.498 -0.300 0.254
N -1.175 -0.405 0.072
C -0.616 -1.616 -0.050
C -1.367 -2.765 -0.005
H -4.642 -3.687 0.351
H -3.272 -4.567 1.040
H -3.475 -4.494 -0.704
H -4.365 -1.289 0.456
H -2.893 0.700 0.356
H 0.456 -1.643 -0.179
H -0.873 -3.722 -0.106
C -1.508 3.910 0.547
O -1.526 2.710 -0.220
H -2.500 4.361 0.514
H -0.793 4.612 0.114
H -1.236 3.713 1.589
*
```

Löwdin population analysis, charges in e, atoms 1 to 2: 1.523, 0.184